one.
A cluster of 2 separate species, CH8NO in total, computed with ωB97M-V with the def2-TZVPD basis set.

Geometry as ORCA input:
```
! wB97M-V def2-TZVPD RIJCOSX def2/J DEFGRID3
* xyz 2 2
C 1.258 -1.245 0.234
N -0.043 -0.515 0.132
H 1.349 -2.224 -0.243
H 2.079 -0.769 -0.304
H 1.546 -1.348 1.277
H -0.262 -0.424 -0.860
H 0.057 0.381 0.600
H -0.772 -1.036 0.630
H -2.367 2.498 0.080
H -1.285 2.609 -1.180
O -1.561 2.075 -0.365
*
```

HOMO energy (spin up / spin down): -22.0 / -22.0 eV

Formally, the Mulliken partial charges of the atoms, in units of the elementary charge, are as follows: atom 1 (C): -0.8657, atom 2 (N): -0.3389, atom 3 (H): 0.3532, atom 4 (H): 0.3608, atom 5 (H): 0.3657, atom 6 (H): 0.3813, atom 7 (H): 0.3897, atom 8 (H): 0.3626, atom 9 (H): 0.5031, atom 10 (H): 0.5048, atom 11 (O): -0.0167

=====

two.
A cluster of 2 separate species, CH8NO in total, computed with ωB97M-V with the def2-TZVPD basis set.

Geometry as ORCA input:
```
! wB97M-V def2-TZVPD RIJCOSX def2/J DEFGRID3
* xyz 2 2
N 0.361 1.770 -0.865
H 1.262 1.663 -0.436
H -0.209 1.338 -0.075
H 0.143 0.991 -1.619
H 0.185 2.670 -1.211
C -0.234 -1.344 1.097
O -0.141 -0.693 -0.108
H 0.482 -0.804 1.774
H 0.032 -2.398 1.116
H -1.143 -1.179 1.662
H -0.745 -1.068 -0.879
*
```

HOMO energy (spin up / spin down): -24.5 / -24.2 eV

Formally, the Mulliken partial charges of the atoms, in units of the elementary charge, are as follows: atom 1 (N): -0.4772, atom 2 (H): 0.3800, atom 3 (H): 0.4056, atom 4 (H): 0.4055, atom 5 (H): 0.3411, atom 6 (C): -0.3580, atom 7 (O): -0.2426, atom 8 (H): 0.3009, atom 9 (H): 0.3695, atom 10 (H): 0.3985, atom 11 (H): 0.4769

=====

Stability check: which of them is least stable? one.

=====

one.
An isolated molecule of C3H4O3S, computed with ωB97M-V with the def2-TZVPD basis set.

Geometry as ORCA input:
```
! wB97M-V def2-TZVPD RIJCOSX def2/J DEFGRID3
* xyz 0 1
C 1.505 -0.061 -0.532
C -0.809 -0.342 -0.013
C -2.032 0.421 0.056
O 4.057 0.475 -0.258
O 2.012 -1.281 -0.025
O 0.256 0.321 -0.143
S 2.927 0.037 0.486
H -0.855 -1.423 0.222
H -2.029 1.031 0.942
H -3.069 -0.239 0.130
H -1.961 1.061 -0.864
*
```

HOMO energy (spin up / spin down): -8.5 / -7.9 eV

Formally, the Mulliken partial charges of the atoms, in units of the elementary charge, are as follows: atom 1 (C): 0.0316, atom 2 (C): 0.1043, atom 3 (C): -0.8677, atom 4 (O): -0.4538, atom 5 (O): -0.3091, atom 6 (O): -0.1124, atom 7 (S): 0.4242, atom 8 (H): 0.3643, atom 9 (H): 0.2831, atom 10 (H): 0.2702, atom 11 (H): 0.2654

=====

two.
An isolated molecule of C3H4O3S, computed with ωB97M-V with the def2-TZVPD basis set.

Geometry as ORCA input:
```
! wB97M-V def2-TZVPD RIJCOSX def2/J DEFGRID3
* xyz 0 1
C -0.590 -0.564 2.506
C 0.170 -1.316 1.920
S 1.313 -1.766 0.749
O 2.571 -1.960 1.373
O 0.684 -2.625 -0.174
O 1.385 -0.047 0.150
C 0.679 0.306 -0.963
H -1.358 -0.364 3.133
H 1.002 -0.110 -1.913
H 0.743 1.525 -0.917
H -0.380 0.129 -0.835
*
```

HOMO energy: -10.8 eV
SMILES: C#CS(=O)(=O)OC

Formally, the Mulliken partial charges of the atoms, in units of the elementary charge, are as follows: atom 1 (C): 0.0233, atom 2 (C): -0.3834, atom 3 (S): 1.0857, atom 4 (O): -0.5236, atom 5 (O): -0.5178, atom 6 (O): -0.3206, atom 7 (C): -0.5991, atom 8 (H): 0.4365, atom 9 (H): 0.2642, atom 10 (H): 0.2190, atom 11 (H): 0.3157

=====

three.
A cluster of 2 separate species, C3H4O3S in total, computed with ωB97M-V with the def2-TZVPD basis set.

Geometry as ORCA input:
```
! wB97M-V def2-TZVPD RIJCOSX def2/J DEFGRID3
* xyz 0 1
C -0.198 -0.972 0.279
C 0.239 0.807 -1.323
C 0.161 -0.683 1.655
O -0.043 1.213 -0.088
O -0.370 1.164 -2.335
O 1.282 0.101 -1.499
S -0.835 -1.995 -0.687
H 0.785 -1.463 2.193
H 0.557 0.241 1.771
H -0.856 -0.572 2.290
H -0.721 2.160 -2.255
*
```

HOMO energy: -8.8 eV

Formally, the Mulliken partial charges of the atoms, in units of the elementary charge, are as follows: atom 1 (C): 0.5581, atom 2 (C): 0.7314, atom 3 (C): -0.7760, atom 4 (O): -0.6784, atom 5 (O): -0.4036, atom 6 (O): -0.6153, atom 7 (S): -0.0991, atom 8 (H): 0.2947, atom 9 (H): 0.3373, atom 10 (H): 0.2683, atom 11 (H): 0.3826

=====

Stability check: which of them is least stable? one.

=====

one.
A structure of composition CH3O4S, computed with ωB97M-V with the def2-TZVPD basis set.

Geometry as ORCA input:
```
! wB97M-V def2-TZVPD RIJCOSX def2/J DEFGRID3
* xyz -1 1
C -1.122 -0.199 0.037
O 2.427 -0.794 -0.004
O 1.184 0.969 1.103
O 1.069 0.777 -1.329
O -0.040 -0.935 0.062
S 1.299 0.095 -0.055
H -1.141 0.767 0.520
H -2.089 -0.598 0.690
H -1.587 -0.081 -1.024
*
```

HOMO energy: -5.2 eV

Formally, the Mulliken partial charges of the atoms, in units of the elementary charge, are as follows: atom 1 (C): -0.6376, atom 2 (O): -0.6539, atom 3 (O): -0.6652, atom 4 (O): -0.6723, atom 5 (O): -0.2842, atom 6 (S): 1.1980, atom 7 (H): 0.3108, atom 8 (H): 0.2076, atom 9 (H): 0.1968

=====

two.
A cluster of 3 separate species, CH3O4S in total, computed with ωB97M-V with the def2-TZVPD basis set.

Geometry as ORCA input:
```
! wB97M-V def2-TZVPD RIJCOSX def2/J DEFGRID3
* xyz -1 1
C -1.223 0.067 1.736
O 1.507 0.671 -1.500
O -0.404 -1.245 -1.687
O -0.959 -0.548 2.679
O -1.786 0.675 0.918
S 1.217 -0.953 -1.681
H 0.771 1.043 0.895
H -0.678 -0.739 -0.873
H 1.554 1.029 -0.488
*
```

HOMO energy: -2.9 eV

Formally, the Mulliken partial charges of the atoms, in units of the elementary charge, are as follows: atom 1 (C): 0.0118, atom 2 (O): -0.4543, atom 3 (O): -0.4266, atom 4 (O): -0.2249, atom 5 (O): -0.1865, atom 6 (S): -0.0666, atom 7 (H): -0.1825, atom 8 (H): 0.3500, atom 9 (H): 0.1796

=====

Stability check: which of them is least stable? two.

=====

one.
An isolated molecule of C23H38O, computed with ωB97M-V with the def2-TZVPD basis set.

Geometry as ORCA input:
```
! wB97M-V def2-TZVPD RIJCOSX def2/J DEFGRID3
* xyz 0 1
C 4.323 -1.414 2.667
C 3.071 -2.101 3.167
O 2.349 -1.602 3.989
C 2.848 -3.474 2.570
C 1.689 -4.240 3.220
C 0.363 -3.679 2.805
C -0.490 -4.204 1.934
C -0.278 -5.499 1.202
C -1.781 -3.500 1.609
C -1.628 -2.602 0.367
C -0.693 -1.468 0.641
C 0.521 -1.294 0.131
C 1.145 -2.244 -0.854
C 1.340 -0.082 0.476
C 1.482 0.873 -0.717
C 0.161 1.410 -1.173
C 0.011 2.382 -2.066
C 1.190 3.055 -2.709
C -1.347 2.896 -2.450
C -1.629 4.258 -1.788
C -2.983 4.766 -2.177
C -3.278 5.572 -3.190
C -4.695 5.974 -3.480
C -2.277 6.157 -4.142
H 5.167 -1.779 3.252
H 4.512 -1.639 1.621
H 4.247 -0.340 2.816
H 2.649 -3.343 1.503
H 3.780 -4.037 2.665
H 1.782 -4.149 4.305
H 1.766 -5.296 2.960
H 0.122 -2.732 3.267
H -0.716 -5.444 0.207
H -0.772 -6.313 1.735
H 0.774 -5.748 1.101
H -2.088 -2.879 2.452
H -2.565 -4.237 1.422
H -1.282 -3.197 -0.478
H -2.611 -2.196 0.111
H -1.068 -0.745 1.354
H 0.995 -3.277 -0.547
H 0.703 -2.117 -1.842
H 2.214 -2.061 -0.938
H 0.877 0.453 1.308
H 2.337 -0.396 0.796
H 2.139 1.701 -0.433
H 1.970 0.351 -1.547
H -0.711 0.943 -0.736
H 0.872 3.737 -3.494
H 1.861 2.316 -3.145
H 1.761 3.620 -1.971
H -2.117 2.187 -2.141
H -1.410 3.014 -3.535
H -0.847 4.964 -2.072
H -1.585 4.131 -0.705
H -3.795 4.385 -1.571
H -4.809 7.054 -3.387
H -4.963 5.701 -4.500
H -5.390 5.492 -2.797
H -2.406 5.712 -5.130
H -1.255 5.985 -3.822
H -2.437 7.230 -4.241
*
```

HOMO energy: -8.5 eV
SMILES: CC(=O)CC/C=C(\C)CC/C=C(\C)CC/C=C(\C)CCC=C(C)C

Formally, the Mulliken partial charges of the atoms, in units of the elementary charge, are as follows: atom 1 (C): -1.4815, atom 2 (C): 0.9743, atom 3 (O): -0.5798, atom 4 (C): -0.4983, atom 5 (C): -1.1302, atom 6 (C): -0.2322, atom 7 (C): 0.7037, atom 8 (C): -1.6408, atom 9 (C): -1.2454, atom 10 (C): -0.8603, atom 11 (C): -0.3832, atom 12 (C): 1.2046, atom 13 (C): -2.2110, atom 14 (C): -0.7742, atom 15 (C): -0.5708, atom 16 (C): -0.3253, atom 17 (C): 0.6157, atom 18 (C): -1.7137, atom 19 (C): -0.8471, atom 20 (C): -0.5844, atom 21 (C): -0.6617, atom 22 (C): 1.1323, atom 23 (C): -1.3642, atom 24 (C): -1.3827, atom 25 (H): 0.4306, atom 26 (H): 0.3427, atom 27 (H): 0.3535, atom 28 (H): 0.1173, atom 29 (H): 0.5163, atom 30 (H): 0.3548, atom 31 (H): 0.4367, atom 32 (H): 0.3710, atom 33 (H): 0.4212, atom 34 (H): 0.3151, atom 35 (H): 0.4437, atom 36 (H): 0.4324, atom 37 (H): 0.4575, atom 38 (H): 0.5909, atom 39 (H): 0.3736, atom 40 (H): 0.3851, atom 41 (H): 0.4863, atom 42 (H): 0.3862, atom 43 (H): 0.4181, atom 44 (H): 0.5129, atom 45 (H): -0.1295, atom 46 (H): 0.4722, atom 47 (H): 0.3137, atom 48 (H): 0.3377, atom 49 (H): 0.3555, atom 50 (H): 0.4499, atom 51 (H): 0.3090, atom 52 (H): 0.3393, atom 53 (H): 0.4134, atom 54 (H): 0.3080, atom 55 (H): 0.2982, atom 56 (H): 0.2672, atom 57 (H): 0.3315, atom 58 (H): 0.3204, atom 59 (H): 0.3309, atom 60 (H): 0.2959, atom 61 (H): 0.2514, atom 62 (H): 0.4452

=====

two.
A structure of composition C23H38O, computed with ωB97M-V with the def2-TZVPD basis set.

Geometry as ORCA input:
```
! wB97M-V def2-TZVPD RIJCOSX def2/J DEFGRID3
* xyz 0 1
C -0.306 0.959 -3.033
C -1.803 0.711 -3.101
O -2.287 0.214 -4.173
C -2.511 1.024 -1.851
H -3.213 0.382 -1.587
C -3.085 2.300 -1.953
C -3.732 2.610 -0.615
C -3.015 3.492 0.244
C -3.726 3.740 1.532
H -4.834 4.136 1.403
H -3.222 4.374 1.939
C -3.859 2.439 2.298
C -2.636 1.834 2.818
C -2.393 0.483 2.166
C -0.892 0.061 2.507
H -0.464 0.405 3.285
H -1.083 -1.099 3.012
C -0.153 -0.101 1.247
C 1.164 -0.476 1.299
C 1.683 -1.782 0.767
C 3.220 -2.061 1.090
H 3.165 -3.384 1.174
H 3.488 -1.661 1.864
C 4.013 -1.975 -0.154
C 5.579 -2.039 0.004
C 5.983 -3.260 -0.356
C 7.456 -3.676 0.210
H 7.868 -2.914 0.555
H 7.489 -4.805 0.523
H 8.011 -3.764 -0.830
C 5.395 -4.182 -1.437
H 5.302 -3.627 -2.249
H 4.384 -4.581 -0.990
H 6.044 -5.092 -1.398
H 6.021 -1.657 0.958
H 3.982 -0.721 -0.467
H 3.738 -2.117 -1.009
C 0.823 -2.715 -0.209
H -0.032 -2.744 0.118
H 1.522 -3.569 -0.514
H 0.720 -2.052 -1.059
H 1.815 -0.326 2.046
H -0.604 -0.637 0.453
H -0.014 0.979 1.012
C -3.177 -0.421 1.480
H -3.915 0.164 0.784
H -2.864 -1.292 1.280
H -4.198 -0.735 2.389
H -1.927 2.435 3.072
H -4.362 2.572 3.290
H -4.685 1.793 1.841
C -1.652 3.867 0.208
H -1.229 3.474 0.988
H -1.682 4.832 0.532
H -1.330 3.557 -0.620
H -4.919 2.384 -0.710
H -3.807 2.383 -2.762
H -2.302 2.995 -2.362
H -1.884 0.966 -1.096
H -0.015 0.242 -2.239
H 0.272 0.931 -3.915
H -0.209 2.000 -2.751
*
```

HOMO energy: -7.9 eV

Formally, the Mulliken partial charges of the atoms, in units of the elementary charge, are as follows: atom 1 (C): -0.7949, atom 2 (C): 0.2311, atom 3 (O): -0.6398, atom 4 (C): 0.2306, atom 5 (H): 0.6005, atom 6 (C): -0.8747, atom 7 (C): -0.4064, atom 8 (C): 1.5346, atom 9 (C): -2.1325, atom 10 (H): 0.2403, atom 11 (H): 0.9607, atom 12 (C): -0.3208, atom 13 (C): -1.3020, atom 14 (C): 1.4393, atom 15 (C): -1.7942, atom 16 (H): 1.0335, atom 17 (H): 0.2315, atom 18 (C): 1.0739, atom 19 (C): -1.5808, atom 20 (C): 0.8651, atom 21 (C): -1.3053, atom 22 (H): 0.1018, atom 23 (H): 1.0051, atom 24 (C): -1.2746, atom 25 (C): -0.9670, atom 26 (C): 0.8690, atom 27 (C): -1.5293, atom 28 (H): 0.5900, atom 29 (H): 0.2874, atom 30 (H): 0.3194, atom 31 (C): -1.2634, atom 32 (H): 0.4336, atom 33 (H): 0.2283, atom 34 (H): 0.3709, atom 35 (H): 0.2051, atom 36 (H): 0.2169, atom 37 (H): 1.6042, atom 38 (C): -1.9255, atom 39 (H): 0.9069, atom 40 (H): 0.2134, atom 41 (H): 0.2958, atom 42 (H): 0.4847, atom 43 (H): 0.3483, atom 44 (H): -0.3020, atom 45 (C): -2.0300, atom 46 (H): 0.2032, atom 47 (H): 0.7528, atom 48 (H): 0.2923, atom 49 (H): 0.6512, atom 50 (H): 0.4201, atom 51 (H): 0.4128, atom 52 (C): -2.5089, atom 53 (H): 0.6038, atom 54 (H): 0.4882, atom 55 (H): 0.7354, atom 56 (H): 0.1711, atom 57 (H): 0.3889, atom 58 (H): 0.3638, atom 59 (H): -0.1639, atom 60 (H): 0.0247, atom 61 (H): 0.3933, atom 62 (H): 0.2925

=====

Stability check: which of them is least stable? two.